# 1
{"formula": "C3H2O", "method": "the ωB97M-V functional and the def2-TZVPD basis", "elements": ["O", "C", "C", "C", "H", "H"], "positions_angstrom": [[-0.241, -0.384, 1.588], [0.030, 0.353, 0.685], [1.107, 0.071, -0.826], [-0.093, -0.331, -0.827], [0.088, 1.445, 0.774], [-0.997, -0.868, -1.058]], "forces_ev_per_angstrom": [[0.1, 0.4, -0.5], [-0.2, -0.1, 0.9], [-0.6, -0.3, -0.2], [0.6, 0.1, -0.3], [0.0, -0.1, 0.0], [0.1, 0.1, 0.1]], "nbo_charge": [-0.453, 0.409, 0.074, -0.475, 0.161, 0.284], "e_homo_ev": -10.81, "e_lumo_ha": -0.02944, "total_charge": 0, "de_lowest_kcal_mol": 51.68}

---

# 2
{"formula": "C19H28N2O6PPdS2SiTe", "method": "the ωB97M-V functional and the def2-TZVPD basis", "elements": ["Pd", "O", "S", "O", "N", "C", "S", "C", "C", "C", "C", "C", "C", "H", "H", "H", "H", "O", "N", "C", "C", "C", "C", "C", "H", "H", "H", "H", "H", "C", "Si", "C", "C", "H", "H", "H", "H", "H", "H", "H", "H", "H", "C", "C", "O", "P", "O", "Te", "O", "C", "C", "H", "H", "H", "H", "H", "H", "H", "H", "H", "H"], "positions_angstrom": [[0.999, 0.305, -1.184], [3.296, 3.753, -3.225], [2.241, 3.441, -2.308], [2.669, 3.453, -0.899], [1.569, 1.985, -2.626], [0.289, 2.166, -3.062], [-0.588, 0.712, -3.322], [-0.166, 3.491, -3.145], [-1.382, 4.015, -3.631], [-1.604, 5.366, -3.543], [-0.663, 6.239, -2.974], [0.554, 5.745, -2.517], [0.788, 4.400, -2.616], [-2.096, 3.349, -4.090], [-2.524, 5.782, -3.928], [-0.875, 7.296, -2.903], [1.308, 6.394, -2.097], [-1.115, 0.078, -0.268], [-1.942, -0.907, -0.228], [-2.449, -1.432, -1.369], [-3.389, -2.432, -1.335], [-3.821, -2.943, -0.117], [-3.252, -2.424, 1.045], [-2.317, -1.424, 0.964], [-2.055, -1.007, -2.279], [-3.792, -2.798, -2.265], [-4.561, -3.725, -0.071], [-3.541, -2.794, 2.017], [-1.822, -0.997, 1.822], [0.438, -3.241, -0.246], [1.324, -2.118, -1.581], [0.744, -2.875, -3.291], [3.237, -2.517, -1.429], [0.990, -4.168, -0.126], [-0.578, -3.488, -0.547], [0.396, -2.747, 0.720], [1.214, -3.844, -3.437], [1.004, -2.250, -4.139], [-0.331, -3.024, -3.312], [3.398, -3.582, -1.563], [3.633, -2.239, -0.453], [3.813, -1.988, -2.187], [4.389, 1.907, 3.330], [2.990, 1.313, 3.390], [2.104, 1.993, 2.507], [1.715, 1.277, 1.123], [1.196, -0.095, 1.343], [3.615, 1.077, -0.386], [0.642, 2.285, 0.499], [-0.037, 3.329, 1.204], [0.812, 4.566, 1.437], [5.040, 1.370, 4.017], [4.363, 2.956, 3.610], [4.802, 1.826, 2.322], [2.564, 1.431, 4.391], [3.002, 0.245, 3.145], [-0.400, 2.927, 2.154], [-0.892, 3.572, 0.566], [1.516, 4.399, 2.247], [0.154, 5.391, 1.696], [1.363, 4.812, 0.534]], "forces_ev_per_angstrom": [[0.4, -2.6, -1.2], [-0.2, 0.3, -0.3], [1.0, -0.3, 0.7], [-0.6, 0.6, -0.9], [-1.4, 1.9, -0.8], [1.6, -4.4, 0.2], [0.4, 1.2, -0.2], [-0.8, 3.8, 0.1], [1.1, -1.0, 0.3], [0.1, 1.0, 0.2], [-0.1, -0.6, -0.1], [0.1, 0.4, 0.1], [-0.9, -1.1, -0.6], [-0.1, -0.1, 0.1], [-0.1, 0.0, 0.0], [0.0, 0.0, 0.0], [0.0, 0.1, 0.0], [-0.6, 0.0, 0.3], [0.0, 0.0, -0.1], [0.1, 0.1, -0.2], [-0.2, -0.2, 0.4], [0.3, 0.2, 0.1], [-0.3, -0.3, -0.4], [0.1, 0.1, 0.2], [-0.1, 0.1, 0.1], [0.0, -0.1, -0.1], [-0.1, -0.1, 0.0], [0.0, 0.0, 0.1], [0.1, 0.2, -0.1], [0.3, 1.1, -0.6], [0.4, -0.6, 0.4], [0.2, 1.0, 0.8], [-1.0, 0.6, -0.1], [0.2, -0.2, -0.1], [-0.1, 0.0, -0.1], [0.1, 0.1, 0.1], [0.2, -0.2, 0.2], [0.1, 0.2, -0.1], [-0.2, 0.0, 0.1], [-0.1, -0.3, -0.1], [-0.1, 0.1, 0.1], [0.0, 0.1, -0.1], [-0.3, -0.1, -0.2], [0.5, -0.3, 0.4], [-0.3, 0.4, -0.7], [-0.7, -0.3, 0.4], [0.3, -0.1, 0.7], [0.2, -0.7, 0.4], [0.8, -0.3, 0.3], [-0.4, 0.3, 0.3], [0.0, -0.3, -0.1], [0.1, 0.0, 0.1], [0.0, 0.1, 0.0], [0.0, 0.0, 0.2], [0.0, -0.1, -0.1], [0.0, 0.1, 0.1], [-0.1, 0.0, -0.1], [0.1, -0.1, 0.1], [0.1, 0.1, 0.0], [-0.1, 0.1, 0.1], [0.0, 0.1, 0.0]], "lowdin_spin": [0.040, 0.003, 0.017, 0.126, 0.023, 0.002, -0.001, 0.001, 0.000, 0.000, 0.000, 0.000, 0.006, 0.000, 0.000, 0.000, 0.000, 0.000, 0.000, 0.000, 0.000, 0.000, 0.000, 0.000, 0.000, 0.000, 0.000, 0.000, 0.000, -0.004, -0.017, -0.002, 0.008, -0.001, 0.000, 0.000, 0.000, 0.000, 0.000, 0.000, 0.012, 0.001, 0.004, 0.003, -0.003, 0.034, 0.018, 0.719, 0.005, 0.000, 0.000, 0.000, 0.000, 0.005, 0.000, 0.001, 0.000, 0.000, 0.000, 0.000, 0.000], "e_homo_ev": [-7.12, -6.99], "e_lumo_ha": [-0.02450, -0.04662], "total_charge": 0, "de_lowest_kcal_mol": 81.00, "spin_multiplicity": 2}

---

# 3
{"formula": "C17H16F3N5O5S2", "method": "the ωB97M-V functional and the def2-TZVPD basis", "elements": ["C", "O", "C", "C", "C", "C", "S", "O", "O", "N", "N", "C", "O", "C", "C", "S", "C", "N", "N", "C", "C", "C", "C", "C", "F", "F", "F", "N", "C", "C", "O", "C", "H", "H", "H", "H", "H", "H", "H", "H", "H", "H", "H", "H", "H", "H", "H", "H"], "positions_angstrom": [[1.506, -2.797, -2.452], [1.272, -1.418, -2.280], [0.033, -1.001, -1.928], [-1.048, -1.829, -1.662], [-2.268, -1.295, -1.264], [-2.385, 0.068, -1.136], [-3.873, 0.817, -0.479], [-3.827, 2.221, -0.747], [-5.051, 0.093, -0.850], [-3.691, 0.630, 1.244], [-2.419, 0.203, 1.607], [-2.145, -1.125, 1.696], [-3.016, -1.969, 1.778], [-0.705, -1.441, 1.632], [-0.182, -2.702, 1.702], [1.483, -2.701, 1.288], [1.344, -0.976, 1.039], [2.416, -0.262, 0.579], [3.413, -0.871, -0.060], [4.229, 0.068, -0.486], [5.453, -0.242, -1.262], [3.755, 1.343, -0.095], [2.587, 1.095, 0.581], [1.709, 2.031, 1.333], [1.557, 1.661, 2.616], [2.237, 3.263, 1.348], [0.469, 2.168, 0.834], [0.181, -0.478, 1.263], [-1.334, 0.925, -1.425], [-0.120, 0.407, -1.835], [0.976, 1.141, -2.152], [0.804, 2.527, -2.365], [0.885, -3.211, -3.252], [1.333, -3.356, -1.527], [2.556, -2.878, -2.724], [-0.951, -2.898, -1.755], [-3.112, -1.931, -1.051], [-4.356, -0.081, 1.547], [-1.675, 0.872, 1.461], [-0.701, -3.602, 1.958], [5.339, 0.110, -2.286], [6.315, 0.257, -0.825], [5.616, -1.315, -1.271], [4.206, 2.296, -0.280], [-1.505, 1.982, -1.317], [0.025, 2.717, -3.108], [1.762, 2.883, -2.741], [0.555, 3.056, -1.443]], "forces_ev_per_angstrom": [[0.0, -0.2, 0.0], [-0.3, 0.4, 0.1], [0.1, 0.2, -0.1], [0.2, 0.0, -0.1], [-0.1, 0.0, -0.1], [-0.7, 0.2, 0.2], [0.0, -0.1, 0.0], [0.4, 0.1, 0.1], [0.0, -0.3, 0.1], [-0.1, 0.0, -0.5], [0.2, 0.4, 0.1], [-0.2, 0.0, 0.1], [0.0, -0.1, 0.0], [0.5, -1.0, 0.1], [-0.1, 0.4, 0.1], [-0.3, 0.6, 0.0], [-0.7, -1.4, 0.3], [0.4, 1.4, -0.1], [0.4, -0.8, -0.3], [-0.3, 0.3, 0.3], [0.0, -0.1, 0.0], [-0.6, -0.1, 0.3], [0.4, -0.1, -0.2], [-0.5, 0.5, 0.5], [0.2, -0.1, 0.0], [0.3, 0.0, -0.2], [0.0, 0.1, -0.3], [0.4, 0.4, -0.1], [0.4, 0.1, -0.2], [-0.1, -0.1, -0.1], [-0.1, -0.3, 0.1], [0.0, 0.2, 0.0], [0.0, 0.0, 0.0], [0.0, 0.0, 0.0], [-0.1, -0.1, 0.0], [0.1, -0.1, 0.0], [-0.1, -0.1, 0.1], [0.0, 0.0, 0.0], [0.0, -0.1, 0.1], [-0.2, -0.2, 0.0], [0.1, 0.0, -0.1], [0.1, 0.0, 0.0], [0.1, -0.1, 0.0], [0.1, 0.2, 0.0], [0.1, 0.2, 0.0], [0.0, 0.0, 0.0], [-0.1, 0.0, 0.0], [0.0, 0.0, 0.0]], "nbo_charge": [-0.252, -0.485, 0.273, -0.295, -0.188, -0.355, 2.261, -0.926, -0.926, -0.652, -0.455, 0.641, -0.612, 0.008, -0.378, 0.460, 0.245, -0.200, -0.239, 0.167, -0.641, -0.265, 0.045, 0.973, -0.313, -0.313, -0.318, -0.455, -0.293, 0.334, -0.504, -0.257, 0.180, 0.179, 0.206, 0.231, 0.252, 0.413, 0.426, 0.263, 0.230, 0.227, 0.235, 0.242, 0.259, 0.187, 0.200, 0.185], "e_homo_ev": -8.70, "e_lumo_ha": -0.00897, "total_charge": 0, "smiles": "COc1ccc(S(=O)(=O)NNC(=O)c2csc(-n3nc(C)cc3C(F)(F)F)n2)cc1OC"}

---

# 4
{"formula": "H4O2Si", "method": "the ωB97M-V functional and the def2-TZVPD basis", "elements": ["O", "O", "Si", "H", "H", "H", "H"], "positions_angstrom": [[-1.623, 0.298, -0.162], [-0.990, -0.840, 0.409], [1.098, -0.001, 0.059], [-2.544, -0.107, -0.329], [0.837, 0.804, -1.212], [1.828, -1.367, 0.396], [1.394, 1.213, 0.839]], "forces_ev_per_angstrom": [[-3.1, -0.4, -0.7], [4.6, 1.0, -0.1], [-3.5, -1.6, 0.3], [2.0, 1.2, 0.2], [0.4, -1.4, 0.2], [-0.5, 1.7, -0.7], [0.1, -0.5, 0.8]], "nbo_charge": [-0.518, -0.541, 1.019, 0.460, -0.131, -0.112, -0.178], "e_homo_ev": -8.68, "e_lumo_ha": -0.00545, "total_charge": 0, "de_lowest_kcal_mol": 159.01}

---

# 5
{"formula": "C7H10", "method": "the ωB97M-V functional and the def2-TZVPD basis", "elements": ["C", "C", "C", "C", "C", "C", "C", "H", "H", "H", "H", "H", "H", "H", "H", "H", "H"], "positions_angstrom": [[2.355, -1.062, 0.911], [1.328, -1.023, 0.080], [0.235, -0.020, -0.034], [-0.406, -0.172, -1.377], [-1.286, -1.096, -1.637], [-0.253, 0.781, 0.937], [-1.235, 1.879, 0.774], [2.798, -0.445, 1.714], [3.155, -1.888, 1.079], [1.254, -1.767, -0.713], [-0.094, 0.677, -2.018], [-1.801, -1.304, -2.586], [-1.621, -1.915, -0.959], [0.213, 0.802, 1.849], [-2.023, 2.059, 1.486], [-0.603, 2.834, 0.628], [-2.016, 1.660, -0.135]], "forces_ev_per_angstrom": [[3.3, -1.5, 2.1], [0.0, 0.4, 0.2], [-0.5, -0.6, 0.5], [0.5, 2.4, 0.7], [-1.7, -2.3, -0.9], [-0.2, -0.4, -2.2], [-1.6, 0.7, -3.4], [-1.7, 1.0, -0.5], [-1.8, 0.5, -1.7], [0.1, -0.2, 0.4], [-0.5, -0.9, -0.4], [0.5, 0.8, 0.0], [0.7, 1.0, 0.2], [1.3, -0.3, 2.2], [0.5, -0.1, 1.3], [-1.4, -1.2, 0.0], [2.4, 0.8, 1.4]], "nbo_charge": [-0.388, -0.218, -0.081, -0.211, -0.389, -0.152, -0.658, 0.204, 0.199, 0.214, 0.217, 0.201, 0.199, 0.194, 0.227, 0.226, 0.216], "e_homo_ev": -8.60, "e_lumo_ha": 0.03393, "total_charge": 0, "de_lowest_kcal_mol": 76.78, "smiles": "C=CC(C=C)=CC"}

---

# 6
{"formula": "C19H59N7O16", "method": "the ωB97M-V functional and the def2-TZVPD basis", "elements": ["C", "O", "C", "C", "C", "N", "H", "H", "H", "H", "H", "H", "H", "H", "H", "H", "H", "N", "C", "N", "O", "H", "H", "H", "H", "N", "C", "N", "O", "H", "H", "H", "H", "N", "C", "N", "O", "H", "H", "H", "H", "O", "C", "C", "O", "H", "H", "H", "H", "H", "H", "O", "C", "C", "O", "H", "H", "H", "H", "H", "H", "O", "C", "C", "O", "H", "H", "H", "H", "H", "H", "O", "C", "C", "O", "H", "H", "H", "H", "H", "H", "O", "C", "C", "O", "H", "H", "H", "H", "H", "H", "O", "C", "C", "O", "H", "H", "H", "H", "H", "H"], "positions_angstrom": [[-4.126, -0.595, 0.649], [-3.355, -1.826, 0.941], [-2.468, -1.783, 2.032], [-1.585, -3.098, 2.038], [-2.274, -4.479, 2.239], [-0.478, -3.030, 3.005], [-4.880, -0.830, -0.102], [-3.462, 0.166, 0.239], [-4.566, -0.258, 1.588], [-1.842, -0.892, 1.979], [-3.113, -1.722, 2.908], [-1.165, -3.147, 1.034], [-1.685, -5.353, 1.958], [-3.179, -4.485, 1.632], [-2.624, -4.542, 3.270], [-0.802, -2.915, 3.955], [-0.112, -3.971, 2.961], [1.711, 3.527, -0.084], [1.370, 4.257, -1.104], [2.011, 5.384, -1.099], [0.468, 4.015, -1.900], [2.514, 3.791, 0.468], [1.271, 2.641, 0.123], [1.726, 6.073, -1.780], [2.512, 5.664, -0.267], [-0.245, -1.004, -0.537], [-0.062, 0.214, -0.212], [-0.971, 0.981, -0.773], [0.908, 0.696, 0.383], [-1.095, -1.184, -1.051], [0.404, -1.778, -0.538], [-0.870, 1.985, -0.796], [-1.691, 0.557, -1.341], [-1.257, 4.488, -4.297], [-2.451, 4.355, -3.853], [-2.409, 3.922, -2.621], [-3.400, 4.780, -4.476], [-0.375, 4.324, -3.833], [-1.175, 4.791, -5.257], [-1.480, 3.634, -2.349], [-3.265, 3.613, -2.182], [0.390, 0.846, 4.795], [0.242, 1.117, 3.403], [-0.556, 2.399, 3.158], [-1.951, 2.087, 3.111], [-0.461, 0.542, 5.118], [1.217, 1.305, 2.955], [-0.080, 0.193, 2.924], [-0.308, 2.848, 2.196], [-0.382, 3.161, 3.918], [-2.396, 2.765, 2.597], [-3.770, -3.827, -0.879], [-3.858, -3.569, -2.258], [-2.714, -2.607, -2.640], [-2.857, -1.245, -2.258], [-3.539, -3.017, -0.418], [-3.828, -4.530, -2.772], [-4.801, -3.094, -2.528], [-2.704, -2.550, -3.728], [-1.706, -2.850, -2.303], [-3.149, -0.767, -3.038], [-1.766, 4.809, 2.084], [-1.782, 5.158, 0.709], [-3.128, 5.699, 0.286], [-4.156, 4.700, 0.302], [-1.755, 5.649, 2.548], [-1.005, 5.872, 0.438], [-1.583, 4.192, 0.244], [-3.082, 6.298, -0.624], [-3.493, 6.432, 1.005], [-4.642, 4.677, -0.526], [3.408, -3.107, 0.532], [3.936, -4.450, 0.648], [5.330, -4.454, 1.369], [5.278, -3.960, 2.702], [2.744, -3.145, -0.161], [3.223, -5.137, 1.104], [4.250, -4.751, -0.352], [5.973, -3.805, 0.775], [5.779, -5.446, 1.314], [5.146, -4.739, 3.248], [3.211, 0.111, 1.472], [4.260, 0.383, 0.579], [5.597, 0.427, 1.333], [5.920, -0.909, 1.702], [2.364, 0.353, 1.091], [4.235, -0.302, -0.269], [3.991, 1.373, 0.212], [5.528, 1.114, 2.177], [6.472, 0.774, 0.783], [6.799, -1.137, 1.391], [1.844, -1.966, -4.815], [1.825, -2.124, -3.418], [1.868, -3.563, -3.064], [1.664, -3.726, -1.687], [1.095, -1.401, -5.016], [2.660, -1.576, -2.980], [0.952, -1.680, -2.940], [2.820, -3.951, -3.425], [1.163, -4.216, -3.579], [1.839, -4.650, -1.495]], "forces_ev_per_angstrom": [[1.2, -1.2, 0.8], [-1.0, 0.7, -1.7], [0.0, -1.1, 0.5], [-0.3, -0.3, 0.1], [-1.7, 1.5, -0.3], [0.1, 0.5, -0.8], [0.1, -0.2, 0.2], [0.1, 0.1, 0.2], [-0.2, 0.2, -0.1], [0.3, -0.1, 0.1], [0.3, 0.0, 0.6], [0.3, 0.2, -0.1], [0.3, 0.3, 0.1], [-0.1, -0.3, -0.2], [0.2, -0.2, 0.2], [-0.3, 0.1, 0.1], [0.6, 0.0, 0.3], [0.7, -2.4, 2.3], [-1.8, -0.5, -0.1], [1.9, 4.0, -1.0], [-0.7, -0.8, -0.9], [-0.3, -0.3, -0.1], [0.1, -0.4, -0.1], [0.2, 0.0, 0.3], [-0.1, 0.2, -0.5], [-0.9, -5.6, -1.0], [2.6, 2.9, 0.3], [-2.5, 2.5, -0.8], [-0.1, 0.3, 0.3], [0.1, -0.3, 0.1], [0.3, 0.5, 0.7], [0.1, -0.3, 0.2], [0.1, 0.3, 0.0], [5.4, 0.7, -4.0], [-1.9, 1.7, -0.3], [-1.1, -1.6, 3.2], [-1.9, -0.4, -0.5], [-0.4, -0.2, 0.4], [-0.1, 0.1, 0.3], [-0.4, -0.2, 0.9], [0.5, 0.0, 0.1], [0.2, 0.1, 0.0], [0.5, 0.7, 0.3], [-0.8, -0.8, -0.8], [-0.2, -0.4, 0.2], [-0.1, 0.0, 0.0], [0.4, -0.1, 0.5], [-0.6, 0.3, -0.4], [0.4, -0.1, -0.1], [0.3, -0.2, 0.3], [0.0, 0.3, 0.1], [-0.5, -0.9, -0.3], [1.1, 1.0, 1.0], [-0.1, -0.3, -1.9], [-0.6, 0.7, 0.7], [0.0, 0.5, 0.6], [0.4, 0.1, -0.2], [-0.2, 0.2, -0.1], [0.3, -0.6, -0.3], [-0.2, -0.9, 0.2], [-0.2, 0.2, 0.2], [0.1, 0.7, 0.1], [-0.5, -0.8, -0.2], [-0.9, 0.5, 0.3], [0.4, -0.3, -0.2], [-0.1, -0.1, 0.5], [0.2, 0.0, 0.1], [0.0, 0.2, -0.6], [0.1, -0.6, -0.5], [0.4, 0.2, 0.5], [0.1, 0.2, -0.1], [0.7, -1.1, 0.7], [1.4, 1.3, -0.1], [-1.3, 0.8, -0.2], [0.2, -0.5, -0.4], [-0.1, 0.1, -0.2], [-0.1, -0.1, 0.1], [-0.4, -0.6, -0.4], [0.0, 0.3, 0.2], [-0.2, -0.3, 0.0], [-0.1, 0.1, 0.3], [0.9, -0.7, 1.2], [-0.5, 1.2, 0.3], [0.0, -0.8, -0.8], [-0.1, -0.2, 0.7], [-0.2, -0.2, -0.4], [0.5, -0.3, 0.0], [0.7, 0.5, -0.6], [-0.3, -0.3, 0.4], [-0.4, 0.5, -0.7], [-0.1, 0.2, 0.1], [-0.4, 0.2, -0.2], [-0.3, 0.8, 0.5], [0.5, -1.3, -0.9], [0.1, 0.1, 0.8], [0.1, 0.0, -0.4], [0.3, -0.2, 0.1], [-0.4, 0.1, -0.2], [0.5, -0.1, 0.4], [-0.6, 0.6, -0.4], [-0.1, -0.1, 0.3]], "mulliken_charge": [-0.528, -0.455, -0.255, 0.865, -1.674, -0.522, 0.223, 0.033, 0.399, -0.212, 0.577, -0.298, 0.406, 0.358, 0.417, 0.270, 0.295, -0.045, 0.710, -0.456, -0.722, 0.197, -0.326, 0.252, 0.173, 1.184, 0.295, -0.001, -0.709, -0.515, -0.246, -0.091, -0.103, -0.300, 0.479, -0.100, -0.732, 0.246, 0.164, 0.216, 0.159, -0.613, 0.500, 0.330, -0.603, 0.338, -0.085, -0.215, -0.279, 0.387, 0.289, -0.492, -0.438, -0.508, -0.411, 0.374, 0.366, 0.263, 0.579, 0.085, 0.253, -0.449, 0.090, -0.589, -0.572, 0.268, 0.315, -0.035, 0.349, 0.400, 0.300, -0.306, -0.159, -0.873, -0.466, 0.303, 0.297, 0.283, 0.244, 0.452, 0.285, -0.487, 0.260, -0.775, -0.431, 0.525, -0.015, 0.145, 0.272, 0.422, 0.266, -0.564, 0.271, -0.549, -0.474, 0.379, 0.097, -0.118, 0.394, 0.306, 0.195], "e_homo_ev": -8.83, "e_lumo_ha": -0.00320, "total_charge": 0, "de_lowest_kcal_mol": 50.40, "smiles": "COC[C@H](C)N.NC(N)=O.NC(N)=O.NC(N)=O.OCCO.OCCO.OCCO.OCCO.OCCO.OCCO"}

---

In a.u., the total energy values for the records above are, in order, -190.58015, -3124.82879, -2403.34099, -442.17905, -272.59565, -2346.36329.
In eV/Å, the F_max values for the records above are, in order, 0.958, 4.686, 1.575, 4.696, 4.219, 6.737.